15
Properties=species:S:1:pos:R:3 method="wB97M-V/def2-TZVPD" e_above_lowest_kj_mol=163.6 total_charge=+1 homo_lumo_gap_ev="9.6 / 6.9" multiplicity=2
N 1.186 -1.742 1.547
C 0.133 -0.948 1.182
C -0.031 -0.493 -0.112
C -1.164 0.305 -0.503
C -2.404 0.140 0.035
H 0.945 -2.736 1.530
H 2.028 -1.565 1.010
H -0.622 -0.756 1.944
H 0.674 -0.660 -0.913
H -0.938 0.910 -1.360
H -3.205 0.744 -0.380
H -2.569 -0.641 0.750
H 1.176 2.230 -1.020
H 1.128 1.916 -2.425
O 1.750 2.313 -1.794